[1]
This record from the Open Molecules 2025 dataset describes a structure of composition C25H45ClF5OPTeW in a non-equilibrium geometry. The level of theory is ωB97M-V/def2-TZVPD.

Positions of all 80 atoms, in Å:
W  -0.81317  -1.85901  0.73156
Cl  -1.64456  -3.67519  -0.30384
P  0.10139  0.22342  -0.19669
C  0.86124  -2.15560  1.66424
H  1.24403  -1.65731  2.56185
H  1.62825  -2.79672  1.21603
C  -0.73724  0.48686  -1.83482
C  1.95112  0.05728  -0.56894
C  -0.72954  1.94202  -2.34280
H  -0.13356  -0.15311  -2.50966
C  -1.36207  2.05371  -3.73701
H  -1.29340  2.57420  -1.64373
H  0.29281  2.34614  -2.37484
C  -2.71303  1.34787  -3.85938
H  -1.47514  3.11728  -3.98354
H  -0.66045  1.62532  -4.46629
C  -2.74516  -0.04782  -3.21841
H  -3.49112  1.97389  -3.40516
H  -2.97325  1.26355  -4.91917
C  -2.16578  -0.06911  -1.79588
H  -3.77227  -0.42554  -3.20458
H  -2.15855  -0.73671  -3.84119
H  -2.78790  0.55904  -1.13405
H  -2.19027  -1.09958  -1.39057
C  -0.12539  1.78097  0.83745
C  2.82178  0.24945  0.66695
H  2.03617  -1.00669  -0.86760
C  4.26511  -0.14101  0.34647
H  2.77738  1.29699  0.98877
H  2.44740  -0.35785  1.49729
C  4.82327  0.67009  -0.82150
H  4.88597  -0.00551  1.23895
H  4.27758  -1.20616  0.07748
C  3.92205  0.60381  -2.05866
H  4.95045  1.71571  -0.51302
H  5.81839  0.29720  -1.08531
C  2.44718  0.88966  -1.75218
H  4.26915  1.31811  -2.81495
H  3.98940  -0.40187  -2.49956
H  2.30996  1.95719  -1.52262
H  1.85688  0.67311  -2.65368
C  -1.57657  2.27822  0.97153
H  0.20250  1.40419  1.82528
C  -1.66853  3.22150  2.17863
H  -1.87119  2.82793  0.06599
H  -2.29471  1.45196  1.07666
C  -0.72453  4.42576  2.04805
H  -2.70320  3.56783  2.29326
H  -1.40494  2.65535  3.08449
C  0.69085  4.06789  1.57376
H  -1.16714  5.16383  1.36345
H  -0.65000  4.92638  3.01913
C  0.75616  2.99637  0.47610
H  1.19315  4.97136  1.21010
H  1.26985  3.71153  2.43761
H  0.42188  3.42272  -0.48469
H  1.80426  2.70657  0.33146
C  -2.52519  -1.26608  1.73066
C  -1.29824  -1.21691  2.63728
H  -2.91664  -0.27761  1.48117
C  -1.18512  -2.27842  3.69380
H  -0.98669  -0.19456  2.88985
C  -1.68722  -3.62428  3.15066
H  -0.15222  -2.38187  4.05469
H  -1.80125  -1.95635  4.55953
C  -3.17803  -3.53098  2.84392
H  -1.11196  -3.98221  2.28495
H  -1.54403  -4.39110  3.92545
C  -3.58315  -2.31692  1.97146
H  -3.52989  -4.46360  2.37779
H  -3.71688  -3.45238  3.80039
H  -4.04047  -2.67119  1.03177
H  -4.42198  -1.80500  2.47322
F  2.90505  -3.05877  -3.39914
Te  2.12388  -3.83998  -1.84906
F  3.38617  -5.25441  -2.06275
F  1.58762  -4.76061  -0.24675
F  0.89459  -4.88680  -2.85569
F  3.51412  -2.99836  -0.81416
O  0.98455  -2.41905  -1.65727

Atoms 1-6, force components in eV/Å:
2.536 -0.184 -3.481
-0.692 -0.794 -0.504
0.818 1.315 -0.714
1.010 0.242 0.450
-0.110 -0.050 -0.229
-0.197 -0.348 0.075

Results
**Net charge**: 0
**HOMO energy (alpha / beta)**: -8.05 / -9.32 eV
**HOMO-LUMO gap (alpha / beta)**: 7.6 / 6.6 eV
**E_tot**: -2690.74858 Ha
**Energy above the lowest of the compared OMol25 structures with the same formula, charge and spin**: 0.0 kcal/mol
**Spin multiplicity**: 3

[2]
This record from the Open Molecules 2025 dataset describes a cluster of 3 separate species, C25H45FN2O9S in total in a non-equilibrium geometry. The level of theory is ωB97M-V/def2-TZVPD.

Positions of all 83 atoms, in Å:
C  1.74166  -3.70029  1.93515
C  2.05230  -2.55266  2.12837
C  2.46237  -1.15146  2.27134
C  1.30503  -0.28415  2.85289
C  -0.09500  -0.74449  2.46607
O  -0.56798  -1.76213  3.33673
C  2.88786  -0.51053  0.93875
C  3.96563  -1.25831  0.15008
C  3.41675  -2.13365  -0.96987
C  2.41069  -1.42384  -1.89040
C  1.03189  -2.10915  -1.84739
C  -0.10899  -1.28640  -2.46331
C  -1.12547  -0.74877  -1.43382
C  -0.93628  0.71061  -0.97537
O  0.31044  1.24149  -1.44521
C  0.80970  2.25999  -0.72174
C  2.21137  2.61578  -1.12760
O  0.18468  2.83628  0.12572
C  4.93058  -0.22345  -0.46189
O  5.97642  -0.81162  -1.18077
C  7.28619  -0.71017  -0.62607
C  7.84084  -2.07499  -0.21415
O  4.73593  -2.15997  1.01350
S  5.18511  -1.70123  2.45060
O  5.53530  -2.89021  3.15188
O  6.13796  -0.63118  2.38236
C  3.65743  -1.01998  3.21408
F  3.46823  -1.65483  4.37457
H  1.37077  -4.67484  1.74110
H  1.45333  0.74615  2.51577
H  1.36264  -0.27903  3.94244
H  -0.13330  -1.10801  1.43520
H  -0.76284  0.12014  2.52300
H  -1.28563  -1.40648  3.86357
H  3.28462  0.48349  1.18350
H  1.98379  -0.34171  0.35471
H  4.25602  -2.51245  -1.55333
H  2.94757  -3.01026  -0.51840
H  2.76480  -1.46705  -2.92182
H  2.27560  -0.37548  -1.62328
H  0.81688  -2.34463  -0.79952
H  1.15116  -3.06945  -2.35502
H  0.28108  -0.50030  -3.10885
H  -0.67091  -1.96550  -3.10872
H  -2.12728  -0.90104  -1.83472
H  -1.08238  -1.37503  -0.54024
H  -1.03325  0.78555  0.10571
H  -1.74082  1.32279  -1.38948
H  2.17181  3.17785  -2.06093
H  2.66063  3.20456  -0.33421
H  2.79498  1.71693  -1.31499
H  4.32908  0.35474  -1.17334
H  5.27899  0.47795  0.30054
H  7.91940  -0.29952  -1.41779
H  7.32355  -0.00034  0.20059
H  8.46392  -2.00113  0.67491
H  8.41398  -2.51334  -1.03169
H  7.00789  -2.75129  -0.02651
H  3.83437  0.04474  3.37336
C  -6.52065  -1.21531  -1.98898
N  -5.64345  -1.07532  -0.84587
C  -5.33365  0.25974  -0.35996
C  -5.10888  -2.13997  -0.22110
O  -4.36350  -2.08985  0.73995
H  -6.10009  -0.70992  -2.86037
H  -7.49903  -0.77929  -1.77811
H  -6.65085  -2.27035  -2.22393
H  -4.25490  0.42416  -0.39743
H  -5.65155  0.34708  0.68097
H  -5.83391  1.01595  -0.96227
H  -5.41442  -3.09960  -0.67481
C  -6.73622  5.98349  0.13237
N  -6.88091  4.59447  -0.25357
C  -7.83083  3.75329  0.45647
C  -6.16400  4.05000  -1.25034
O  -6.25488  2.88694  -1.60418
H  -6.41756  6.06093  1.17334
H  -7.68298  6.51417  0.01654
H  -5.98885  6.46148  -0.49728
H  -7.31962  2.90884  0.91909
H  -8.57758  3.35857  -0.23274
H  -8.32300  4.34308  1.22537
H  -5.46979  4.75872  -1.72923

Atoms 1-6, force components in eV/Å:
0.010 1.046 0.113
0.001 -0.843 -0.371
-0.304 0.225 0.234
0.076 -0.182 0.007
-0.268 0.342 0.262
0.135 -0.110 -0.127

Results
**Structure (SMILES)**: C#C[C@]1(CCO)C[C@@](CCCCCCOC(C)=O)(COCC)OS(=O)(=O)[C@@H]1F.CN(C)C=O.CN(C)C=O
**Net charge**: 0
**HOMO energy**: -9.18 eV
**HOMO-LUMO gap**: 9.6 eV
**E_tot**: -2264.21589 Ha
**Spin multiplicity**: 1